Density functional theory data (ωB97M-V with the def2-TZVPD basis set) for 2 unconnected molecules or ions with the total composition C14H16 in a non-equilibrium geometry.

Output
expectation value of S²: 0.759
frontier orbital gap (alpha / beta): 2.642 / 6.932 eV
HOMO level (alpha / beta): 0.705 / -3.655 eV
charge: -1
spin multiplicity: 2
LUMO (alpha / beta): 3.35 / 3.28 eV

XYZ file:
```
30
Properties=species:S:1:pos:R:3:forces:R:3:nbo_charge:R:1
C -1.256 2.692 0.076 3.981 -0.797 0.308 -0.680
C -4.239 0.434 -0.079 -3.445 -1.165 0.578 -0.195
C -3.824 -0.758 -0.711 3.894 6.146 0.678 -0.252
C -3.489 1.582 0.116 -0.488 0.257 0.728 -0.260
C -2.145 1.495 -0.158 2.103 1.414 -1.112 -0.012
C -2.497 -0.612 -1.169 1.167 -0.657 1.368 -0.185
C -1.529 0.395 -0.790 -4.027 -0.615 -0.109 -0.216
H -5.316 0.357 0.263 1.153 0.710 -0.239 0.183
H -4.470 -1.509 -0.894 -1.674 -2.517 -0.609 0.203
H -3.868 2.570 0.551 0.265 -1.790 -0.597 0.212
H -2.137 -1.492 -1.598 0.986 -1.191 -1.133 0.191
H -1.449 3.259 0.955 -1.314 1.165 0.259 0.209
H -0.923 3.349 -0.857 -0.860 -1.509 2.045 0.217
H -0.468 0.380 -0.996 -0.056 -0.254 -0.052 0.259
H -0.257 2.227 0.613 -1.834 0.823 -2.099 0.249
C 3.345 -2.158 -1.372 -2.325 2.009 -0.490 -0.639
C 1.851 0.705 0.586 -1.017 1.867 1.192 -0.397
C 1.822 0.163 1.887 0.068 -1.334 -0.994 -0.285
C 2.459 0.028 -0.433 0.552 -3.910 0.583 -0.297
C 2.706 -1.355 -0.233 0.618 0.866 -0.287 -0.023
C 2.102 -1.174 2.084 0.957 0.038 2.945 -0.257
C 2.406 -2.043 1.031 0.303 1.748 -3.014 -0.465
H 1.570 1.739 0.434 0.153 0.138 0.113 0.169
H 1.491 0.798 2.653 -0.140 0.650 1.360 0.178
H 2.756 0.528 -1.311 0.274 0.327 -1.241 0.177
H 2.389 -1.529 3.146 -1.094 0.521 -1.350 0.164
H 2.923 -3.157 -1.167 -0.462 0.048 -1.450 0.196
H 4.377 -2.355 -1.311 1.628 0.332 0.196 0.184
H 2.563 -3.094 1.031 0.135 -0.713 0.574 0.179
H 3.104 -1.468 -2.350 0.497 -2.607 1.847 0.193
```
Forces are in eV/Å.

=====

Density functional theory data (ωB97M-V with the def2-TZVPD basis set) for a molecular structure, C40H40BN11O2STi in a non-equilibrium geometry.

Output
expectation value of S²: 2.005
frontier orbital gap (alpha / beta): 6.456 / 8.413 eV
HOMO level (alpha / beta): -5.856 / -7.817 eV
charge: 0
spin multiplicity: 3
LUMO (alpha / beta): 0.60 / 0.60 eV

XYZ file:
```
96
Properties=species:S:1:pos:R:3:forces:R:3:mulliken_charge:R:1
Ti 0.416 -0.282 0.036 -0.649 0.132 -1.129 0.260
C -4.060 -3.392 0.103 -0.023 -0.151 -0.011 -1.534
C -2.578 -3.227 0.180 0.089 0.034 0.006 0.610
C -1.608 -4.193 0.368 -0.294 0.281 -0.034 -1.562
C -0.398 -3.488 0.377 0.806 -0.454 0.156 -0.023
N -0.605 -2.188 0.203 -0.910 -0.262 -0.043 0.861
N -1.962 -2.032 0.078 -0.128 0.333 -0.008 0.151
B -2.683 -0.661 -0.232 -0.001 -0.062 0.080 -0.855
N -2.272 -0.168 -1.628 0.271 -0.079 0.133 0.627
N -0.967 -0.266 -2.012 -0.232 0.023 0.199 0.402
C -0.951 0.057 -3.304 0.407 -0.063 -0.078 -0.149
C -2.227 0.415 -3.747 -0.135 -0.057 0.055 -1.238
C -3.047 0.239 -2.652 -0.057 -0.013 0.084 0.768
C -4.526 0.405 -2.537 -0.065 0.067 -0.113 -1.234
C 0.231 -0.124 -4.182 -0.135 0.173 -0.006 0.073
C 0.801 0.952 -4.856 0.036 0.037 0.041 -0.267
C 1.852 0.750 -5.736 0.015 -0.073 0.027 -0.727
C 2.341 -0.531 -5.960 -0.017 0.030 -0.006 -0.503
C 1.765 -1.613 -5.311 -0.054 0.056 0.043 -0.668
C 0.707 -1.406 -4.434 0.041 -0.140 0.024 -0.059
N -2.378 0.383 0.890 0.410 -0.504 -0.073 0.465
N -1.167 0.321 1.526 -0.463 0.053 0.088 0.240
C -1.307 1.037 2.642 0.305 -0.119 0.234 -0.423
C -2.577 1.608 2.706 -0.170 0.022 -0.084 -1.335
C -3.235 1.150 1.582 -0.135 0.054 -0.108 0.768
C -4.638 1.406 1.145 -0.036 0.079 0.073 -1.436
C -0.372 1.030 3.798 -0.075 0.127 -0.193 0.798
C -0.194 -0.150 4.516 0.000 -0.084 -0.044 0.000
C 0.499 -0.147 5.717 0.050 0.056 -0.040 -0.814
C 1.027 1.040 6.211 -0.003 -0.051 -0.042 -0.449
C 0.867 2.216 5.493 -0.038 -0.035 -0.094 -0.808
C 0.163 2.212 4.293 0.088 0.047 0.053 -0.276
C 0.958 -4.081 0.571 -0.674 0.048 -0.129 0.587
C 2.086 -3.315 0.826 0.316 0.149 0.103 1.359
C 3.329 -3.909 1.015 -0.161 0.036 -0.041 -1.328
C 3.460 -5.287 0.949 0.044 -0.049 0.001 -0.561
C 2.339 -6.065 0.692 -0.084 0.097 -0.002 -0.683
C 1.102 -5.466 0.507 0.170 -0.128 -0.011 -0.973
H -4.313 -4.442 0.247 0.015 0.013 -0.004 0.392
H -4.450 -3.077 -0.865 0.022 0.002 -0.024 0.243
H -4.572 -2.808 0.866 0.025 0.015 0.031 0.270
H -1.778 -5.246 0.501 0.027 -0.026 0.014 0.467
H -3.867 -0.853 -0.236 0.115 0.012 0.020 -0.255
H -2.509 0.704 -4.745 -0.027 -0.007 -0.004 0.514
H -4.928 0.720 -3.499 0.007 -0.008 0.003 0.386
H -4.798 1.159 -1.799 0.035 0.004 -0.004 0.094
H -5.019 -0.523 -2.249 0.037 -0.032 -0.003 0.208
H 0.442 1.951 -4.652 -0.004 -0.001 -0.009 0.339
H 2.300 1.598 -6.237 0.011 0.002 -0.012 0.394
H 3.165 -0.688 -6.644 0.010 0.015 -0.005 0.403
H 2.128 -2.616 -5.492 0.003 -0.006 -0.003 0.416
H 0.230 -2.247 -3.943 0.017 -0.001 0.013 0.567
H -2.975 2.221 3.497 -0.013 -0.008 0.008 0.517
H -5.156 1.983 1.909 0.004 -0.010 0.004 0.398
H -5.188 0.479 0.981 0.022 -0.019 -0.003 0.283
H -4.669 1.980 0.219 0.035 0.002 0.003 0.170
H -0.629 -1.065 4.131 0.008 -0.004 0.019 0.496
H 0.615 -1.071 6.269 0.011 0.005 0.022 0.423
H 1.562 1.046 7.152 0.001 0.002 0.008 0.418
H 1.282 3.143 5.867 0.006 0.006 0.012 0.444
H 0.028 3.129 3.733 0.007 0.013 0.014 0.457
H 2.014 -2.238 0.882 -0.093 -0.069 -0.013 0.319
H 4.190 -3.282 1.213 0.028 -0.017 0.006 0.450
H 4.426 -5.753 1.091 0.002 0.005 0.005 0.394
H 2.422 -7.142 0.633 0.028 -0.004 0.004 0.403
H 0.246 -6.091 0.299 -0.049 0.014 -0.009 0.322
N 4.148 7.788 -0.450 -0.013 -0.046 0.085 -0.562
C 3.740 6.465 -0.596 0.110 0.112 0.014 1.081
C 4.427 5.432 0.044 0.040 0.000 0.044 -0.907
C 4.000 4.123 -0.065 -0.070 -0.111 -0.103 -0.185
C 2.867 3.819 -0.813 -0.076 0.499 -0.281 -0.486
C 2.189 4.842 -1.467 0.022 0.087 0.179 -0.501
C 2.617 6.154 -1.355 -0.146 -0.104 -0.073 -0.859
S 2.291 2.179 -1.070 0.113 0.143 0.518 1.459
O 1.499 2.204 -2.271 -0.060 -0.171 -0.114 -0.634
O 3.478 1.340 -1.035 -0.144 -0.079 -0.040 -0.769
N 1.288 1.777 0.135 0.821 -0.526 0.471 0.200
C 1.973 1.397 1.300 -0.194 0.286 -0.514 -0.255
N 2.719 2.236 2.005 -0.018 -0.009 -0.083 -0.332
C 3.375 1.723 3.038 0.138 0.080 0.158 -0.532
C 3.296 0.392 3.402 -0.131 -0.040 -0.051 -1.170
C 2.441 -0.392 2.653 -0.078 -0.182 0.315 -0.169
N 1.771 0.094 1.614 0.670 0.381 0.348 0.757
H 5.107 7.929 -0.180 -0.001 -0.027 -0.022 0.223
H 3.844 8.424 -1.168 0.000 -0.006 -0.026 0.221
H 5.310 5.662 0.629 0.005 -0.003 0.002 0.258
H 4.552 3.333 0.421 0.000 -0.041 -0.015 0.488
H 1.324 4.603 -2.067 -0.020 -0.025 -0.034 0.483
H 2.075 6.942 -1.866 0.013 0.003 0.006 0.281
H 3.994 2.408 3.609 -0.035 0.037 -0.047 0.477
H 3.834 -0.005 4.249 0.011 -0.013 0.007 0.472
H 2.272 -1.435 2.897 0.009 0.033 -0.009 0.720
N 1.897 -1.165 -1.441 0.452 0.260 -0.057 -0.326
H 1.744 -2.130 -1.719 -0.020 0.026 0.050 0.366
H 2.879 -1.046 -1.194 -0.118 -0.060 0.055 0.294
H 1.791 -0.601 -2.285 -0.082 -0.016 0.014 -0.089
```
Forces are in eV/Å.

=====

Density functional theory data (ωB97M-V with the def2-TZVPD basis set) for 2 unconnected molecules or ions with the total composition CH3NO2S in a non-equilibrium geometry.

Output
frontier orbital gap: 9.475 eV
HOMO level: -10.395 eV
charge: 0
spin multiplicity: 1
LUMO: -0.92 eV

XYZ file:
```
8
Properties=species:S:1:pos:R:3:forces:R:3:nbo_charge:R:1
C -0.611 -0.251 -0.612 -3.682 0.386 -1.191 -0.546
N -0.381 -0.351 0.836 -0.303 3.063 3.938 -0.756
O 1.408 1.464 0.169 -0.508 -0.467 -0.968 -0.877
O 1.917 -0.971 -0.145 -1.226 1.302 -0.704 -0.869
S 0.954 0.122 -0.102 1.737 -0.580 2.955 2.195
H -0.830 -1.230 -1.011 0.508 -0.330 -0.383 0.241
H -1.506 0.382 -0.850 1.561 0.196 -0.431 0.253
H -0.951 0.835 1.714 1.913 -3.569 -3.216 0.359
```
Forces are in eV/Å.

=====

Density functional theory data (ωB97M-V with the def2-TZVPD basis set) for a molecular structure, C3H5NS2 in a non-equilibrium geometry.

Output
frontier orbital gap: 7.778 eV
HOMO level: -8.880 eV
charge: 0
spin multiplicity: 1
LUMO: -1.10 eV

XYZ file:
```
11
Properties=species:S:1:pos:R:3:forces:R:3:nbo_charge:R:1
C -0.639 -0.085 -1.024 -3.626 1.581 1.455 -0.704
C 0.281 0.194 0.035 2.882 0.257 2.626 0.137
C 1.756 -0.131 -0.131 -0.332 1.300 0.747 -0.289
H -1.310 0.831 -1.421 1.138 -2.183 1.349 0.244
H -0.118 -0.412 -1.822 1.478 -1.459 -2.753 0.243
H -1.200 -0.908 -0.421 -0.200 0.955 -1.981 0.255
H 2.246 0.157 0.846 -0.066 -0.674 -1.122 0.217
H -1.773 0.109 2.796 -0.209 1.051 -2.918 0.136
N -0.098 0.419 1.305 2.654 -0.669 -3.502 -0.568
S 2.553 -0.647 -1.467 -0.818 0.348 1.216 0.052
S -1.697 0.473 1.303 -2.902 -0.507 4.882 0.278
```
Forces are in eV/Å.

=====

Density functional theory data (ωB97M-V with the def2-TZVPD basis set) for C8H15N2O2P in the gas phase in a non-equilibrium geometry.

Output
structure (SMILES): CCN(CC)Pn1c(O)ccc1O
frontier orbital gap: 7.849 eV
HOMO level: -7.035 eV
charge: 0
spin multiplicity: 1
LUMO: 0.81 eV

XYZ file:
```
28
Properties=species:S:1:pos:R:3:forces:R:3:nbo_charge:R:1
C 0.475 1.827 -1.476 -1.107 -0.708 0.885 -0.624
C 1.617 1.176 -0.760 0.205 2.263 -0.316 -0.213
N 1.231 0.143 0.139 0.768 -1.093 1.389 -0.758
C 2.282 -0.917 0.375 -1.449 -0.282 -1.771 -0.223
C 3.387 -0.606 1.359 3.677 0.165 0.742 -0.672
P 0.011 0.137 1.301 -1.083 -1.175 -1.702 0.965
N -1.503 -0.344 0.253 1.618 0.957 1.626 -0.636
C -2.503 0.438 -0.290 -0.267 0.073 0.678 0.411
O -2.414 1.810 -0.109 0.633 -0.646 -0.157 -0.703
C -3.550 -0.367 -0.623 -1.490 2.445 -0.649 -0.359
C -3.221 -1.696 -0.208 0.992 1.566 0.076 -0.411
C -1.988 -1.627 0.356 0.009 1.291 -0.820 0.440
O -1.141 -2.532 0.874 -0.256 -1.542 0.056 -0.673
H -0.204 1.947 -0.655 -1.269 0.146 -0.353 0.221
H 0.565 2.793 -1.870 1.146 1.636 -0.263 0.214
H 0.065 1.298 -2.321 -0.376 -0.893 0.150 0.209
H 2.262 0.853 -1.522 1.326 -1.179 -0.694 0.192
H 2.154 1.988 -0.252 0.175 -0.080 0.207 0.170
H 2.753 -0.975 -0.698 -0.757 -0.690 2.098 0.204
H 1.603 -1.818 0.645 1.886 0.983 -0.463 0.229
H 3.281 -0.529 2.443 -1.379 0.160 -0.093 0.227
H 4.247 -1.361 1.408 -1.387 0.194 -0.804 0.225
H 4.053 0.288 1.131 -1.349 -0.564 -0.269 0.215
H -0.381 1.458 1.325 -0.104 0.736 -0.096 -0.061
H -3.159 2.293 -0.467 -0.280 -0.364 -0.205 0.494
H -4.498 0.169 -0.995 1.338 -1.644 0.597 0.212
H -3.891 -2.439 -0.043 -1.720 -2.310 -0.125 0.212
H -1.533 -3.407 0.678 0.502 0.555 0.276 0.493
```
Forces are in eV/Å.

=====

Density functional theory data (ωB97M-V with the def2-TZVPD basis set) for C5H10O2 in the gas phase.

Output
frontier orbital gap: 9.284 eV
HOMO level: -8.594 eV
charge: 0
spin multiplicity: 1
LUMO: 0.69 eV

XYZ file:
```
17
Properties=species:S:1:pos:R:3:forces:R:3:nbo_charge:R:1
O 0.375 -0.361 2.542 -0.072 -0.007 0.295 -0.717
C -0.204 0.454 1.546 -0.167 0.250 -0.341 -0.050
C 0.439 0.098 0.210 0.071 0.004 -0.007 -0.268
C 0.208 -1.366 -0.163 -0.053 -0.050 0.077 -0.618
C 0.069 -0.050 -3.009 -0.107 0.357 0.428 0.124
O 0.591 0.736 -2.114 -0.051 -0.154 -0.394 -0.473
C -0.079 1.043 -0.868 -0.148 0.001 0.139 -0.073
H -0.053 -0.163 3.383 0.115 -0.078 -0.102 0.473
H -1.294 0.295 1.484 0.173 -0.018 0.015 0.156
H -0.037 1.523 1.763 -0.008 -0.175 -0.017 0.161
H 1.518 0.272 0.311 -0.100 -0.020 -0.017 0.218
H 0.692 -2.025 0.561 -0.118 0.116 -0.088 0.236
H -0.864 -1.603 -0.186 0.141 0.048 0.035 0.202
H -0.977 -0.280 -2.643 0.172 -0.032 -0.124 0.033
H 0.623 -1.590 -1.150 0.007 -0.034 0.128 0.218
H -1.161 0.929 -1.024 0.158 -0.010 0.008 0.179
H 0.152 2.090 -0.642 -0.014 -0.198 -0.038 0.199
```
Forces are in eV/Å.

=====

These records have energy above the lowest of the compared OMol25 structures with the same formula, charge and spin values of 264.4; 46.0; 480.6; 298.6; 374.7; 418.2 kJ/mol, in the order they appear.